{"formula": "C17H17BrMgN9O8S2", "method": "ωB97M-V/def2-TZVPD", "e_above_lowest_kcal_mol": 10.54, "multiplicity": 1, "e_tot_ev": -144858.35536, "total_charge": -1, "lumo_energy_ha": 0.0867, "homo_ev": -5.52, "orbital_gap_ev": 7.88, "symbols": ["Br", "S", "S", "Mg", "O", "O", "O", "O", "O", "O", "O", "O", "N", "N", "N", "N", "N", "N", "N", "N", "N", "C", "C", "C", "C", "C", "C", "C", "C", "C", "C", "C", "C", "C", "C", "C", "C", "C", "H", "H", "H", "H", "H", "H", "H", "H", "H", "H", "H", "H", "H", "H", "H", "H", "H"], "positions_angstrom": [[0.429, -3.710, 0.870], [-4.732, -1.437, -1.147], [-3.912, 0.751, -3.439], [-0.327, 0.993, -0.112], [0.890, 0.498, -1.516], [-3.300, 3.311, 0.756], [-1.289, 3.180, -0.052], [-4.843, -2.065, 0.167], [1.951, -1.425, -1.965], [0.986, 1.494, 1.264], [2.985, 1.827, 2.226], [-5.858, -0.621, -1.555], [-1.255, -0.925, 0.881], [1.529, -1.213, 1.271], [-2.415, -0.610, 1.633], [-4.146, -5.747, -5.200], [-1.897, 0.958, -1.868], [-3.355, -0.688, -1.140], [-1.941, 1.525, 1.128], [-4.163, 0.900, 1.743], [-2.236, 2.735, 0.597], [-5.317, -3.797, -4.365], [3.138, -2.877, 0.655], [-3.417, -4.654, -3.166], [-4.287, -4.727, -4.258], [2.510, -0.306, 1.348], [4.148, -1.934, 0.740], [-5.470, -2.804, -3.411], [-4.602, -2.737, -2.335], [-2.883, 0.652, 1.476], [2.138, 1.146, 1.657], [1.738, -0.230, -2.128], [3.836, -0.634, 1.103], [-2.655, 1.860, -3.855], [-3.573, -3.665, -2.217], [-3.023, 0.287, -2.014], [1.861, -2.434, 0.947], [-1.693, 1.828, -2.912], [-1.541, -1.485, 0.080], [4.582, 0.141, 1.199], [-4.489, 1.825, 1.508], [2.346, 0.325, -2.876], [-2.611, -5.372, -3.072], [3.320, -3.899, 0.360], [-3.145, -1.316, 1.608], [-4.808, 0.125, 1.634], [-3.216, -6.128, -5.270], [-6.259, -2.069, -3.498], [-0.787, 2.416, -2.921], [-2.702, 2.471, -4.740], [-4.533, -5.539, -6.107], [-5.998, -3.847, -5.208], [-2.885, -3.602, -1.383], [5.169, -2.213, 0.513], [-0.588, -1.423, 1.461]]}

{"formula": "C17H17Cl2N3O3", "method": "ωB97M-V/def2-TZVPD", "smiles": "C[C@@H]1CN(c2oc(COc3ccc(Cl)cc3Cl)nc2C#N)C[C@H](C)O1", "e_above_lowest_kcal_mol": 56.58, "multiplicity": 1, "e_tot_ev": -53559.35773, "lumo_energy_ha": 0.0177, "homo_ev": -8.47, "orbital_gap_ev": 8.95, "symbols": ["Cl", "Cl", "O", "O", "O", "N", "N", "N", "C", "C", "C", "C", "C", "C", "C", "C", "C", "C", "C", "C", "C", "C", "C", "C", "C", "H", "H", "H", "H", "H", "H", "H", "H", "H", "H", "H", "H", "H", "H", "H", "H", "H"], "positions_angstrom": [[1.232, 3.517, 3.518], [5.586, 2.250, 6.511], [0.388, 0.175, -0.282], [-3.902, -0.710, -2.070], [1.992, 1.153, 2.042], [1.539, -3.006, -3.523], [-1.126, -1.033, -1.589], [2.367, -0.275, -1.230], [-2.139, -0.508, -0.605], [2.727, 2.638, 3.796], [-3.522, -1.296, -4.500], [0.212, -0.702, -1.279], [1.698, 0.382, -0.336], [1.582, -2.089, -2.776], [-1.547, -1.220, -2.985], [-3.091, -1.410, -3.043], [2.399, 1.328, 0.616], [4.779, 0.870, 4.262], [2.911, 1.547, 2.998], [4.024, 0.642, 3.180], [-3.574, -1.066, -0.761], [-4.535, -0.439, 0.245], [1.413, -1.009, -1.834], [3.544, 2.940, 4.853], [4.622, 2.020, 5.131], [5.627, 0.235, 4.545], [3.193, 3.811, 5.336], [-4.273, -0.634, 1.296], [-3.497, -2.135, -0.649], [-2.227, 0.630, -0.510], [-5.569, -0.909, 0.049], [-1.863, -0.845, 0.408], [3.534, 1.171, 0.587], [-0.985, -2.095, -3.342], [-4.624, 0.672, 0.011], [-3.239, -2.433, -2.633], [-3.435, -0.363, -4.966], [-2.783, -1.914, -5.044], [2.316, 2.425, 0.247], [-4.540, -1.638, -4.672], [4.077, -0.303, 2.587], [-1.292, -0.372, -3.589]]}

{"formula": "C17H17Cl4O5", "method": "ωB97M-V/def2-TZVPD", "e_above_lowest_kcal_mol": 0.00, "multiplicity": 1, "e_tot_ev": -78232.41846, "total_charge": -1, "lumo_energy_ha": 0.0355, "homo_ev": -3.43, "orbital_gap_ev": 4.40, "symbols": ["Cl", "Cl", "Cl", "Cl", "O", "O", "O", "O", "O", "C", "C", "C", "C", "C", "C", "C", "C", "C", "C", "C", "C", "C", "C", "C", "C", "C", "H", "H", "H", "H", "H", "H", "H", "H", "H", "H", "H", "H", "H", "H", "H", "H", "H"], "positions_angstrom": [[-0.686, 2.982, -0.473], [2.995, -0.453, 1.232], [1.179, -1.287, 3.731], [-2.744, 1.752, 1.616], [0.561, 3.116, 3.476], [2.062, 2.149, 0.133], [2.785, 1.390, 4.022], [2.893, 0.935, 6.235], [-1.373, 0.213, 3.722], [1.223, 1.503, 0.744], [1.201, 2.679, 6.989], [4.071, 0.167, 5.958], [-0.217, 1.848, 0.705], [2.296, 1.469, 5.135], [1.074, 2.148, 5.576], [4.942, 0.140, 7.185], [-0.653, 0.475, 2.757], [0.273, 2.902, 4.648], [1.529, 0.330, 1.602], [-1.715, 2.300, 7.489], [-1.090, 1.351, 1.627], [0.727, 1.746, 8.101], [-1.024, 3.481, 5.265], [-1.963, 2.516, 5.990], [0.732, -0.031, 2.654], [-0.672, 1.218, 7.821], [3.726, -0.838, 5.682], [1.428, 0.906, 8.207], [4.431, -0.303, 8.045], [-2.968, 2.953, 5.896], [4.598, 0.617, 5.108], [5.821, -0.465, 6.959], [-0.606, 0.508, 6.986], [5.282, 1.149, 7.436], [-1.579, 3.933, 4.433], [0.654, 3.625, 7.073], [2.261, 2.903, 7.184], [-1.019, 0.663, 8.703], [-1.987, 1.562, 5.448], [0.756, 2.304, 9.049], [-0.733, 4.308, 5.929], [-1.483, 3.259, 7.973], [-2.674, 1.970, 7.916]]}

{"formula": "C17H17ClN2O3", "method": "ωB97M-V/def2-TZVPD", "smiles": "Cc1cccc(OCC(=O)O/N=C(\\N)Cc2ccc(Cl)cc2)c1", "e_above_lowest_kcal_mol": 62.52, "multiplicity": 1, "e_tot_ev": -39549.14611, "lumo_energy_ha": 0.0267, "homo_ev": -8.76, "orbital_gap_ev": 9.48, "symbols": ["Cl", "O", "O", "O", "N", "N", "C", "C", "C", "C", "C", "C", "C", "C", "C", "C", "C", "C", "C", "C", "C", "C", "C", "H", "H", "H", "H", "H", "H", "H", "H", "H", "H", "H", "H", "H", "H", "H", "H", "H"], "positions_angstrom": [[-3.517, -1.741, 6.629], [-1.552, -1.368, -0.102], [0.020, 0.615, -2.037], [0.557, -1.827, -0.738], [0.790, -2.549, 0.465], [0.803, -0.523, 1.665], [-0.715, -0.575, -2.234], [-0.125, 2.198, -5.358], [-0.915, -2.096, 6.017], [0.847, -1.867, 1.541], [-0.361, 1.261, -4.364], [1.181, 3.532, -3.844], [-0.105, -2.413, 3.767], [0.129, -2.299, 5.131], [0.947, 2.598, -2.852], [0.635, 3.322, -5.107], [-0.652, -1.313, -0.898], [0.180, 1.461, -3.103], [-2.462, -2.108, 4.171], [-2.208, -2.001, 5.529], [1.035, -2.650, 2.810], [2.006, 4.754, -3.574], [-1.411, -2.316, 3.297], [1.981, -2.361, 3.273], [-3.471, -2.030, 3.801], [-0.728, -2.010, 7.076], [-0.261, -1.195, -3.016], [-1.764, -0.361, -2.471], [-0.547, 2.040, -6.340], [-0.961, 0.392, -4.586], [0.661, -0.122, 2.575], [2.861, 4.788, -4.246], [0.810, 4.043, -5.891], [-1.609, -2.395, 2.238], [1.138, -2.372, 5.512], [1.415, 5.653, -3.743], [2.367, 4.763, -2.549], [1.089, -3.708, 2.544], [1.356, 2.728, -1.862], [0.558, 0.049, 0.873]]}

Q: Which value of multiplicity does entry 4 give?
A: 1